DFT (ωB97M-V/def2-TZVPD) results for 8 unconnected molecules or ions with the total composition C42H97N3O8 at a distorted geometry.

```
150
Properties=species:S:1:pos:R:3:forces:R:3:lowdin_charge:R:1
C 1.148 1.229 3.867 -0.1 -0.2 -0.5 -0.025
C -0.326 1.423 4.194 0.2 -1.6 -0.3 -0.537
C -0.614 2.828 4.587 -0.2 0.9 0.4 -0.034
C -1.134 0.989 2.983 -0.9 -0.2 -0.7 -0.128
C -1.190 -0.551 2.779 1.2 0.8 -0.1 -0.157
C -1.741 -1.243 4.021 -0.4 0.8 -1.2 -0.135
C -0.939 -0.879 5.231 1.4 0.4 1.4 -0.562
C -1.604 -1.370 6.500 -1.5 -1.0 0.2 -0.046
C 0.446 -1.539 5.206 -0.3 -0.2 -0.1 -0.020
N -0.829 0.591 5.318 -0.1 0.5 -0.3 -0.075
O -0.022 0.950 6.449 -0.7 -0.3 0.2 -0.039
H 1.227 0.372 3.185 0.5 0.1 0.6 0.053
H 1.559 2.045 3.277 -0.1 0.4 0.2 0.088
H 1.680 1.128 4.798 0.6 -0.2 0.1 0.086
H 0.001 3.178 5.415 0.3 -0.1 -0.1 0.089
H -0.469 3.511 3.758 -0.1 0.2 -0.3 0.072
H -1.630 2.870 4.956 -0.5 0.2 -0.2 0.092
H -2.085 1.476 3.079 -1.1 -0.2 0.2 0.101
H -0.749 1.467 2.093 0.6 0.1 -0.4 0.097
H -1.697 -0.940 1.883 -0.2 0.7 0.2 0.108
H -0.117 -0.762 2.586 -0.5 -0.7 0.2 0.087
H -1.718 -2.334 3.805 -0.5 0.6 0.7 0.134
H -2.747 -0.762 4.146 0.4 -1.1 0.0 0.140
H -1.095 -1.073 7.450 -0.4 -0.4 -1.0 0.093
H -1.573 -2.476 6.344 0.0 0.6 0.8 0.094
H -2.710 -1.132 6.549 1.2 0.1 0.0 0.099
H 0.318 -2.601 5.005 0.2 -0.1 -0.1 0.085
H 0.985 -1.430 6.148 -0.1 0.1 0.0 0.092
H 1.003 -1.069 4.420 0.6 -0.3 -0.2 0.045
H -0.728 1.309 7.001 0.5 0.1 0.3 0.109
C -2.057 -1.972 -1.656 0.6 0.3 -0.2 -0.025
C -2.972 -1.655 -2.875 0.6 -0.1 -0.1 -0.516
C -2.416 -0.367 -3.551 0.0 -0.7 0.9 -0.030
C -2.979 -2.786 -3.926 -0.1 0.1 0.8 -0.134
C -3.659 -4.019 -3.356 -0.5 -0.2 0.0 -0.172
C -5.114 -3.681 -2.952 0.2 -0.3 -0.4 -0.138
C -5.170 -2.537 -1.944 0.0 -0.1 0.2 -0.510
C -6.631 -2.066 -1.736 0.5 0.4 -1.0 -0.025
C -4.728 -3.104 -0.590 -0.5 0.3 0.2 -0.041
N -4.341 -1.409 -2.461 -1.3 0.2 0.2 -0.072
O -4.346 -0.349 -1.462 0.0 -0.5 -0.6 -0.049
H -1.030 -1.663 -1.926 -0.3 -0.3 0.2 0.075
H -2.385 -1.299 -0.856 0.2 -0.3 0.0 0.072
H -2.020 -3.011 -1.270 -0.2 0.6 -0.5 0.074
H -1.535 -0.638 -4.137 0.0 0.1 0.0 0.076
H -3.167 0.049 -4.214 -0.1 0.2 0.0 0.084
H -2.106 0.333 -2.759 -0.2 0.0 -0.5 0.073
H -3.511 -2.518 -4.837 0.0 0.5 -0.1 0.122
H -1.931 -2.916 -4.179 0.1 -0.4 -0.1 0.114
H -3.712 -4.825 -4.095 0.3 0.0 0.1 0.111
H -3.109 -4.372 -2.471 -0.2 -0.1 -0.4 0.096
H -5.578 -4.558 -2.493 0.1 0.0 0.2 0.120
H -5.758 -3.510 -3.834 0.5 0.4 0.1 0.122
H -6.615 -1.096 -1.252 -0.1 0.1 0.3 0.069
H -7.158 -2.771 -1.093 -0.2 0.1 -0.3 0.081
H -7.132 -1.924 -2.716 0.1 -0.2 0.6 0.092
H -5.550 -3.745 -0.288 0.0 -0.2 0.3 0.076
H -4.673 -2.289 0.139 0.4 -0.3 0.0 0.092
H -3.848 -3.739 -0.623 0.2 0.3 0.1 0.063
H -4.826 0.320 -1.957 0.0 0.3 0.2 0.098
C -0.675 6.095 1.589 -0.1 0.2 -0.3 -0.024
C -0.945 6.053 0.071 0.7 0.7 0.7 -0.529
C -0.610 7.470 -0.458 0.3 -1.0 0.1 -0.018
C 0.006 5.051 -0.572 -0.6 0.8 -0.6 -0.151
C -0.485 3.669 -0.348 -0.4 -1.3 0.3 -0.181
C -1.924 3.434 -0.853 0.2 0.9 -0.2 -0.099
C -2.912 4.419 -0.177 1.1 -0.2 0.3 -0.523
C -4.201 4.457 -0.966 -0.7 0.2 -0.7 -0.035
C -3.162 3.981 1.261 -1.0 -1.1 0.2 -0.028
N -2.313 5.752 -0.250 -0.8 -0.2 -1.1 -0.107
O -3.196 6.651 0.347 -0.3 0.9 0.2 -0.020
H -1.048 5.270 2.169 0.0 -0.4 0.0 0.043
H 0.396 6.132 1.713 0.3 0.3 0.4 0.086
H -1.150 6.982 1.986 0.2 0.4 0.3 0.082
H -0.644 7.464 -1.557 0.1 0.1 0.3 0.089
H -1.325 8.194 -0.070 0.2 0.1 0.0 0.077
H 0.418 7.629 -0.085 -0.4 0.5 -0.4 0.092
H 0.029 5.235 -1.656 0.1 0.1 0.2 0.109
H 1.025 5.186 -0.182 -0.3 0.0 -0.1 0.134
H 0.228 3.022 -0.842 0.0 -0.6 -0.1 0.088
H -0.451 3.438 0.722 0.1 -0.1 0.0 0.100
H -2.299 2.416 -0.750 0.2 -0.1 0.3 0.112
H -1.961 3.629 -1.925 0.1 0.1 -0.2 0.114
H -5.009 5.082 -0.552 0.5 -0.3 0.2 0.089
H -4.585 3.443 -1.081 -0.1 -0.1 0.0 0.079
H -3.998 4.873 -1.965 0.0 -0.2 0.2 0.095
H -2.302 3.931 1.898 0.6 0.3 0.2 0.037
H -3.464 2.918 1.251 -0.5 0.4 0.0 0.095
H -3.941 4.584 1.757 0.2 -0.3 -0.2 0.095
H -3.196 6.522 1.310 0.2 -0.2 -0.1 0.092
C 4.696 -3.675 -2.889 -0.9 -0.5 -1.1 -0.039
C 3.775 -3.516 -4.153 1.4 -0.6 1.6 -0.501
C 3.119 -4.814 -4.605 -0.6 0.7 0.2 -0.051
O 2.810 -2.594 -3.719 -0.6 0.6 0.3 -0.061
H 5.089 -2.670 -2.678 0.1 -0.5 0.3 0.070
H 5.495 -4.409 -3.095 -0.2 0.5 0.2 0.087
H 4.042 -4.062 -2.080 0.5 0.4 -0.2 0.082
H 4.402 -3.049 -4.901 0.1 0.0 -0.7 0.129
H 2.629 -5.251 -3.714 0.4 -0.1 -0.5 0.089
H 3.845 -5.482 -5.074 -0.3 -0.1 0.1 0.082
H 2.298 -4.553 -5.307 0.5 -0.4 0.1 0.083
H 2.212 -2.455 -4.451 -0.4 0.3 -0.2 0.088
C 1.335 2.347 -4.479 -0.2 0.0 0.4 -0.045
C 1.298 3.820 -4.017 -0.9 0.2 -0.4 -0.505
C 2.607 4.281 -3.483 1.3 0.1 -0.2 -0.071
O 1.031 4.654 -5.147 -0.3 0.6 -0.5 -0.066
H 2.032 1.748 -3.833 -0.8 0.3 -0.6 0.083
H 1.646 2.289 -5.543 0.1 0.1 0.7 0.087
H 0.299 1.964 -4.431 0.5 -0.2 0.1 0.065
H 0.545 4.004 -3.220 0.1 -0.4 -0.6 0.110
H 2.735 5.358 -3.357 -0.6 0.0 0.1 0.086
H 3.376 4.025 -4.216 0.2 -0.2 0.1 0.089
H 2.824 3.785 -2.541 0.2 -0.1 0.1 0.075
H 0.104 4.736 -5.430 0.5 -0.5 0.6 0.099
C 7.797 -0.456 0.572 -0.1 -0.7 -0.5 -0.055
C 6.749 -1.130 -0.319 0.6 -0.8 0.0 -0.537
C 5.719 -1.936 0.486 0.6 0.5 0.2 -0.053
O 6.174 -0.128 -1.071 -0.9 1.3 -0.7 -0.057
H 8.393 0.210 -0.062 -0.2 0.1 0.3 0.080
H 8.479 -1.187 1.010 -0.1 0.0 0.3 0.073
H 7.226 0.082 1.328 0.4 0.2 0.2 0.080
H 7.238 -1.774 -1.078 0.1 -0.2 0.7 0.134
H 6.310 -2.601 1.105 -0.1 -0.3 0.3 0.074
H 5.061 -2.535 -0.140 -0.1 0.1 -0.1 0.051
H 5.125 -1.270 1.150 0.3 -0.4 -0.4 0.093
H 5.224 -0.107 -0.904 -0.2 0.1 -0.2 0.040
C 2.911 -6.323 2.679 0.0 0.1 -0.2 -0.063
C 1.771 -5.423 3.070 -0.3 1.0 -0.3 -0.524
C 0.991 -4.972 1.825 -1.0 -0.9 0.0 -0.056
O 0.982 -5.940 4.123 -0.5 -0.2 0.2 -0.046
H 3.531 -5.757 1.968 0.0 -0.5 0.1 0.085
H 2.549 -7.258 2.220 0.1 0.3 0.0 0.088
H 3.479 -6.570 3.563 0.4 -0.1 0.2 0.076
H 2.147 -4.500 3.521 0.3 -0.1 0.0 0.133
H 0.148 -4.312 2.079 0.3 -0.1 0.1 0.071
H 0.549 -5.864 1.314 0.3 0.6 0.2 0.090
H 1.628 -4.443 1.115 0.1 -0.1 0.1 0.057
H 0.644 -6.824 3.941 0.1 0.1 -0.3 0.090
C 1.963 -1.716 -0.071 0.3 0.6 0.5 -0.049
C 2.218 -0.395 -0.810 -0.1 0.0 1.5 -0.462
C 2.027 0.863 0.083 0.0 -1.1 -0.3 -0.022
O 3.495 -0.373 -1.389 0.1 -0.1 -0.9 -0.061
H 0.967 -1.611 0.350 -0.3 -0.4 0.2 0.064
H 2.674 -1.856 0.756 -0.1 0.0 -0.2 0.075
H 2.004 -2.593 -0.729 0.0 0.3 0.0 0.075
H 1.402 -0.358 -1.507 -0.1 0.3 -1.2 0.115
H 2.450 0.766 1.082 0.1 -0.1 0.0 0.073
H 0.959 0.963 0.157 -0.6 0.2 0.5 0.054
H 2.367 1.784 -0.369 0.4 0.0 -0.3 0.070
H 3.508 -1.007 -2.126 0.0 0.1 0.2 0.082
```
Forces are in eV/Å.

Results
**E_HOMO**: -8.409 eV
**Frontier orbital gap**: 8.68 eV
**ΔE to the lowest compared entry with this formula, charge and spin**: 0.19 kcal per mole
**SMILES**: CC1(C)CCCC(C)(C)N1O.CC1(C)CCCC(C)(C)N1O.CC1(C)CCCC(C)(C)N1O.CC(C)O.CC(C)O.CC(C)O.CC(C)O.CC(C)O
**Calculated total energy**: -2424.469765 Ha